No. 1
The following is a quantum chemistry calculation of C27H37N5O4Re as an isolated structure, from the Open Molecules 2025 dataset.

Charge: +4
Spin multiplicity: 2

Structure (XYZ):
```
74
Properties=species:S:1:pos:R:3:mulliken_charge:R:1
Re 0.7206 0.3472 0.1293 1.49
C -0.4436 -4.0905 -0.9249 -0.92
N -1.4214 -3.0639 -1.2498 -0.01
C -2.7009 -3.5449 -1.7110 -1.06
C -1.0823 -1.8014 -1.0978 0.84
O 0.0620 -1.5123 -0.6449 -0.51
C -2.0761 -0.6799 -1.4135 -1.23
O -1.5428 0.6080 -1.1189 -0.28
C -1.3913 1.5002 -2.2193 -1.80
C 0.0690 1.4930 -2.6915 1.12
O 0.9029 0.9355 -1.9180 -0.57
N 0.4403 2.0582 -3.8195 0.14
C -0.4278 2.8061 -4.6911 -0.99
C 1.8101 1.9841 -4.2791 -0.94
H -0.7430 -5.0382 -1.3666 0.48
H -0.3720 -4.2203 0.1576 0.29
H 0.5417 -3.8134 -1.3004 0.28
H -2.6213 -3.9652 -2.7178 0.39
H -3.4612 -2.7712 -1.7174 0.45
H -3.0276 -4.3631 -1.0648 0.43
H -2.9493 -0.8213 -0.7639 0.37
H -2.3923 -0.7360 -2.4610 0.79
H -1.6514 2.4954 -1.8380 0.52
H -2.0792 1.2509 -3.0337 0.66
H -1.4217 2.9419 -4.2830 0.43
H -0.5066 2.3195 -5.6662 0.35
H 0.0069 3.7924 -4.8724 0.37
H 2.3807 1.2701 -3.6925 0.19
H 2.2882 2.9640 -4.2219 0.36
H 1.8285 1.6840 -5.3283 0.40
C 3.6168 -0.6314 -1.4623 -1.29
C 3.3274 -1.4187 -0.2400 0.96
C 4.0633 -2.5861 0.0258 -0.91
C 3.8080 -3.3231 1.1633 -0.72
C 2.8650 -2.8476 2.0716 -0.87
C 2.1716 -1.6845 1.7726 0.91
N 2.3726 -1.0132 0.6045 -0.07
C 1.2765 -1.0039 2.7039 0.61
C 1.1926 -1.2378 4.0733 -0.89
C 0.5055 -0.3306 4.8715 -1.06
C -0.0554 0.8035 4.2937 -0.94
C 0.0364 0.9623 2.9144 1.13
N 0.6530 0.0501 2.1376 0.43
C -0.2921 2.1849 2.1821 0.54
C -1.0978 3.1939 2.6783 -0.71
C -1.1774 4.3987 1.9822 -0.75
C -0.3632 4.5723 0.8838 -0.78
C 0.4401 3.5210 0.4188 0.73
C 1.4187 3.7835 -0.6647 -1.24
N 0.3916 2.3080 1.0014 -0.02
H 4.6777 -0.6921 -1.7079 0.67
H 3.0726 -1.0410 -2.3169 0.23
H 3.3410 0.4141 -1.3248 0.10
H 4.8403 -2.8880 -0.6636 0.54
H 4.3487 -4.2376 1.3629 0.56
H 2.6793 -3.3680 2.9997 0.52
H 1.7098 -2.0726 4.5198 0.48
H 0.4634 -0.4722 5.9420 0.54
H -0.4957 1.5721 4.9115 0.50
H -1.6442 3.0521 3.5967 0.54
H -1.8235 5.1919 2.3276 0.55
H -0.3089 5.5303 0.3895 0.56
H 2.1514 4.4971 -0.2730 0.50
H 1.9603 2.8865 -0.9625 0.02
H 0.9618 4.2667 -1.5280 0.39
C -4.1351 -1.6112 2.5593 -1.43
C -2.6416 -1.5837 2.3475 0.11
O -2.1677 -0.4593 1.6126 -0.11
H -4.4426 -2.5678 2.9766 0.43
H -4.6730 -1.4509 1.6250 0.36
H -4.4598 -0.8320 3.2502 0.39
H -2.3091 -2.4740 1.8014 0.11
H -2.1368 -1.6029 3.3260 0.12
H -2.8639 0.2135 1.6384 0.24
```

=====

No. 2
The following is a quantum chemistry calculation of the molecule C27H37N7O4, from the Open Molecules 2025 dataset.

SMILES string: Cc1ccc(-c2nnn(CC(=O)N(CCN3CCOCC3)[C@@H](C(=O)NC(C)(C)C)c3ccc(C)o3)n2)cc1

Structure (XYZ):
```
75
Properties=species:S:1:pos:R:3:nbo_charge:R:1
C 7.8913 0.6317 -1.0191 -0.63
C 6.5645 1.0662 -0.4791 0.00
C 5.5447 1.4576 -1.3412 -0.22
C 4.3099 1.8334 -0.8542 -0.18
C 4.0718 1.8229 0.5188 -0.06
C 2.7699 2.1748 1.0374 0.25
N 2.4364 2.1571 2.3482 -0.26
N 1.1963 2.4751 2.4228 -0.02
N 0.7720 2.6808 1.2012 0.00
C -0.5600 3.0628 0.8610 -0.32
C -1.6567 2.0131 1.1085 0.68
O -2.6672 2.3662 1.6976 -0.65
N -1.5056 0.7737 0.6175 -0.40
C -0.4130 0.2933 -0.1987 -0.25
C 0.5801 -0.5686 0.6041 -0.22
N 1.1440 -1.6030 -0.2384 -0.45
C 1.7253 -2.6910 0.5292 -0.25
C 2.1874 -3.7804 -0.4374 -0.07
O 3.1383 -3.2889 -1.3519 -0.52
C 2.6034 -2.2106 -2.0818 -0.07
C 2.1421 -1.0834 -1.1591 -0.26
C -2.6668 -0.1270 0.7780 -0.18
C -3.6166 0.2186 -0.3955 0.70
O -3.4769 -0.2742 -1.4963 -0.65
N -4.5364 1.1310 -0.0552 -0.63
C -5.4669 1.7735 -0.9877 0.12
C -6.3444 0.7046 -1.6403 -0.62
C -4.6755 2.5404 -2.0512 -0.62
C -6.3212 2.7358 -0.1648 -0.61
C -2.3195 -1.5727 0.8077 0.24
C -2.1386 -2.5120 -0.1628 -0.26
C -1.8457 -3.7231 0.5097 -0.32
C -1.8670 -3.4430 1.8432 0.29
C -1.6396 -4.2976 3.0384 -0.65
O -2.1573 -2.1376 2.0333 -0.42
N 1.7168 2.5143 0.2969 -0.28
C 5.0868 1.4358 1.3905 -0.17
C 6.3180 1.0634 0.8899 -0.22
H 8.6800 0.7878 -0.2872 0.22
H 8.1373 1.1752 -1.9286 0.22
H 7.8604 -0.4313 -1.2613 0.23
H 5.7238 1.4650 -2.4069 0.21
H 3.5186 2.1353 -1.5232 0.22
H -0.8452 3.9293 1.4656 0.26
H -0.5631 3.3405 -0.1970 0.25
H 0.0952 1.1317 -0.6747 0.22
H -0.8429 -0.3362 -0.9816 0.24
H 1.3705 0.0482 1.0587 0.17
H 0.0446 -1.0528 1.4211 0.22
H 0.9633 -3.0998 1.1958 0.21
H 2.5857 -2.3479 1.1311 0.17
H 2.6723 -4.5959 0.1017 0.19
H 1.3112 -4.1653 -0.9801 0.16
H 3.3980 -1.8640 -2.7446 0.19
H 1.7466 -2.5551 -2.6803 0.17
H 1.7000 -0.2860 -1.7569 0.20
H 3.0148 -0.6770 -0.6167 0.18
H -3.1306 0.1324 1.7358 0.26
H -4.4150 1.5983 0.8346 0.43
H -7.0515 1.1681 -2.3226 0.21
H -5.7248 0.0054 -2.1936 0.24
H -6.8960 0.1559 -0.8806 0.21
H -4.0402 3.2878 -1.5796 0.20
H -5.3532 3.0394 -2.7382 0.21
H -4.0514 1.8506 -2.6126 0.23
H -7.0311 3.2488 -0.8078 0.22
H -5.6942 3.4803 0.3215 0.21
H -6.8753 2.1939 0.5981 0.21
H -2.2270 -2.3628 -1.2179 0.25
H -1.6463 -4.6738 0.0594 0.23
H -2.5509 -4.3746 3.6307 0.23
H -0.8652 -3.8678 3.6725 0.23
H -1.3357 -5.2916 2.7248 0.23
H 4.8908 1.4314 2.4516 0.23
H 7.1021 0.7633 1.5701 0.21
```

=====

No. 3
The following is a quantum chemistry calculation of a 2-piece molecular cluster, C27H37NO2 overall, from the Open Molecules 2025 dataset.

Structure (XYZ):
```
67
Properties=species:S:1:pos:R:3:nbo_charge:R:1
C 4.0909 2.4446 -0.5230 -0.60
C 2.7788 1.6651 -0.6391 -0.07
C 3.1141 0.1753 -0.7867 -0.60
C 1.9973 1.8784 0.6523 -0.62
C 1.9136 2.1493 -1.8344 -0.17
C 0.5339 1.6663 -2.0094 0.48
O -0.0829 1.0952 -1.0588 -0.83
C -0.1121 1.9379 -3.3049 -0.15
C -1.4312 1.2306 -3.7140 -0.07
C -2.0103 1.8166 -5.0072 -0.60
C -2.4786 1.4102 -2.6135 -0.62
C -1.1921 -0.2647 -3.9492 -0.60
C 0.4537 2.8833 -4.1364 -0.20
C 1.6745 3.4876 -3.8376 -0.32
C 2.4034 3.0893 -2.7175 -0.21
H 3.8947 3.5165 -0.4004 0.21
H 4.6496 2.1055 0.3599 0.19
H 4.7316 2.2923 -1.3993 0.21
H 2.1979 -0.4248 -0.8380 0.22
H 3.6994 0.0068 -1.7000 0.21
H 3.7106 -0.1598 0.0739 0.18
H 1.0827 1.2847 0.5884 0.24
H 2.5916 1.5854 1.5298 0.17
H 1.7166 2.9354 0.7419 0.21
H -1.3349 1.6665 -5.8581 0.20
H -2.9598 1.3197 -5.2460 0.20
H -2.2130 2.8881 -4.8941 0.21
H -2.1257 0.9493 -1.6853 0.25
H -2.6329 2.4816 -2.4327 0.20
H -3.4313 0.9570 -2.9231 0.18
H -0.8022 -0.7437 -3.0444 0.22
H -2.1395 -0.7476 -4.2270 0.19
H -0.4768 -0.4129 -4.7685 0.20
H -0.0595 3.1697 -5.0580 0.20
H 2.0734 4.2522 -4.5000 0.19
H 3.3870 3.5318 -2.5430 0.19
C 1.6966 -5.1364 4.6485 -0.08
C 1.9258 -3.8433 3.8834 -0.25
N 0.6541 -3.3255 3.3573 -0.33
C 0.5467 -2.0140 3.1248 0.23
C -0.6426 -1.4014 2.7126 -0.39
C -0.7313 -0.1440 2.1234 0.05
C -1.9856 0.4933 1.8488 -0.07
C -2.0532 1.8883 1.5737 -0.11
C -3.2570 2.5013 1.2550 -0.22
C -4.4436 1.7464 1.2162 -0.14
C -4.4181 0.3854 1.5570 -0.23
C -3.2132 -0.2342 1.8693 -0.15
C -0.4703 -4.2292 3.1170 -0.26
C 0.0554 -5.6410 2.9076 -0.08
O 0.9220 -6.1021 3.9415 -0.52
H 2.6610 -5.6377 4.8273 0.21
H 1.2029 -4.9179 5.6155 0.18
H 2.3388 -3.0831 4.5584 0.23
H 2.6344 -4.0207 3.0545 0.22
H 1.4561 -1.4220 3.2718 0.22
H -1.5594 -1.9717 2.8758 0.21
H 0.1843 0.4205 1.9620 0.24
H -1.1242 2.4631 1.6298 0.24
H -3.2771 3.5744 1.0501 0.23
H -5.3874 2.2260 0.9647 0.22
H -5.3437 -0.1978 1.5925 0.22
H -3.2047 -1.2958 2.1261 0.20
H -1.1745 -4.2262 3.9709 0.21
H -1.0146 -3.9132 2.2184 0.24
H -0.7715 -6.3663 2.9124 0.21
H 0.5808 -5.6936 1.9366 0.18
```

=====

Across the entries above, electronic energy takes the values -46331.1190 -47220.1165 -34180.8683 eV, respectively.